Computed, not measured: a cluster of 13 separate species, C39H78O39 in total at a distorted geometry, with ωB97M-V with the def2-TZVPD basis set.

```
156
Properties=species:S:1:pos:R:3:forces:R:3:lowdin_charge:R:1
C -1.9416 -0.2317 -3.6218 0.5 1.6 2.7 -0.084
O -2.5017 -0.7660 -4.7469 -0.4 -1.2 -2.4 0.028
C -3.6303 -1.4535 -4.5697 -1.1 0.7 4.7 -0.579
O -4.1748 -1.5400 -3.4337 1.1 -0.1 -3.3 0.054
O -4.0571 -1.9470 -5.6864 -0.8 -0.5 -1.4 0.031
C -5.3903 -2.5136 -5.7637 -0.1 -0.1 0.1 -0.009
H -2.5734 0.5653 -3.2298 -0.4 -0.1 0.2 0.102
H -1.0047 0.3081 -3.7592 0.2 -0.6 -0.9 0.101
H -1.8079 -0.9581 -2.8202 0.0 0.0 -0.1 0.075
H -5.4546 -3.4636 -5.2332 0.2 0.2 0.1 0.098
H -5.6260 -2.6825 -6.8144 0.5 0.0 0.0 0.093
H -6.1658 -1.8405 -5.3983 0.4 0.2 0.3 0.096
C -5.5539 -1.9481 3.5792 0.6 -1.5 -0.2 -0.043
O -6.5854 -1.5180 2.7011 -1.1 0.5 0.8 -0.013
C -6.8306 -2.2470 1.5907 1.4 0.9 -0.1 -0.591
O -6.3047 -3.2969 1.3465 -0.6 -0.2 -0.3 0.138
O -7.5745 -1.4637 0.7945 -0.7 -0.4 -0.4 -0.005
C -7.8184 -1.8756 -0.5795 0.4 -0.2 0.1 -0.017
H -5.6263 -3.0013 3.8506 0.0 -0.5 -1.0 0.095
H -5.5307 -1.5989 4.6115 -0.7 1.5 -0.5 0.093
H -4.6272 -1.7416 3.0439 0.3 -0.2 0.5 0.087
H -8.5606 -1.2372 -1.0588 0.0 0.4 0.7 0.089
H -8.2072 -2.8897 -0.6712 0.3 -0.1 0.4 0.094
H -6.8893 -1.7608 -1.1378 0.0 -0.2 0.0 0.093
C -1.6253 -0.2055 3.9600 0.6 0.8 0.4 -0.020
O -2.1825 1.0603 4.3801 -0.7 0.6 0.2 -0.008
C -1.4975 1.9631 5.0905 0.9 -0.1 0.7 -0.523
O -0.3227 1.8813 5.4415 -2.1 0.0 -0.8 0.093
O -2.3588 2.9964 5.4138 1.0 -1.7 -0.9 0.000
C -1.7311 4.0492 6.0902 1.1 1.3 1.6 -0.096
H -2.3504 -0.6949 3.3098 0.1 0.5 0.2 0.059
H -1.4335 -0.8329 4.8304 0.1 0.1 0.0 0.090
H -0.6985 -0.0038 3.4229 -0.1 -0.3 0.0 0.095
H -2.0893 5.0333 5.7880 -0.1 -0.4 -0.6 0.089
H -0.6425 4.0060 6.0580 -0.1 0.1 -0.8 0.082
H -1.8606 4.0250 7.1723 -0.8 -0.5 0.2 0.090
C 2.9760 -3.2416 -6.8681 -1.0 -0.6 0.8 0.007
O 2.1714 -2.6866 -5.7966 -0.1 0.1 0.5 -0.027
C 1.8650 -3.4380 -4.7248 0.7 -4.4 -0.2 -0.522
O 2.1424 -4.6954 -4.5750 -1.1 5.4 -0.5 0.026
O 1.1702 -2.6636 -3.8993 0.1 -0.3 0.4 0.000
C 0.4740 -3.2490 -2.7702 0.2 0.0 0.7 -0.004
H 2.7269 -4.3027 -6.8616 0.8 -0.2 -0.1 0.092
H 4.0090 -2.9651 -6.6568 0.0 -0.3 -0.3 0.086
H 2.5962 -2.8591 -7.8154 0.2 0.5 0.3 0.096
H 0.3391 -4.3232 -2.8965 -0.3 0.3 -0.2 0.103
H -0.4028 -2.6375 -2.5567 -0.4 -0.3 -1.0 0.073
H 0.9622 -3.1152 -1.8049 1.0 -0.1 -0.4 0.059
C 2.5364 0.6011 -4.2886 1.4 2.1 -0.6 -0.010
O 1.7347 1.2860 -3.3620 -2.2 0.1 2.7 -0.041
C 2.0182 2.5387 -3.0167 -1.3 1.3 -1.1 -0.529
O 2.8679 3.2430 -3.5327 -0.7 -0.9 1.3 0.120
O 0.9930 2.9931 -2.1625 1.3 -1.6 -0.9 -0.022
C 1.1648 4.2856 -1.6379 0.6 1.2 0.3 -0.062
H 2.2680 -0.4432 -4.4482 -0.2 0.4 0.4 0.086
H 3.5328 0.8089 -3.8985 0.5 -1.0 -0.7 0.082
H 2.4032 1.2459 -5.1573 0.5 -0.8 -0.8 0.108
H 0.4125 4.5627 -0.8994 -0.3 -0.8 -0.3 0.073
H 1.1114 5.0520 -2.4111 0.2 -0.1 -0.2 0.101
H 2.1089 4.3601 -1.0982 0.1 0.1 -0.3 0.073
C 1.7739 -3.2586 1.5759 -0.8 -0.5 0.3 -0.047
O 2.8676 -3.9677 1.0326 1.1 -0.9 -0.8 -0.010
C 2.7109 -4.9390 0.0993 -3.4 1.0 -1.3 -0.575
O 1.6872 -5.1133 -0.5955 2.4 0.5 1.9 0.082
O 3.8180 -5.6150 -0.0009 2.1 0.0 -0.1 0.024
C 4.0562 -6.3250 -1.2266 -1.8 -1.3 -0.8 -0.022
H 2.1891 -2.5106 2.2514 0.0 0.0 -0.2 0.100
H 1.1979 -3.9721 2.1652 -0.3 0.1 0.1 0.095
H 1.1148 -2.7988 0.8395 0.2 -0.1 0.0 0.067
H 3.4364 -7.2203 -1.1770 -0.2 -0.1 -0.1 0.097
H 5.0450 -6.7281 -1.4456 0.4 0.9 1.0 0.101
H 3.6843 -5.7883 -2.0993 0.1 0.3 0.2 0.081
C -0.3647 4.1959 1.5704 0.4 -2.3 0.2 -0.054
O -0.2923 5.5969 1.6983 -0.2 -1.4 -2.0 0.056
C -0.2574 6.1783 2.8390 -0.5 -0.1 4.0 -0.582
O -0.3593 5.6634 3.9655 0.5 1.3 -2.4 0.091
O -0.1562 7.4680 2.5517 -0.7 -0.4 -1.1 0.008
C 0.1301 8.4682 3.4520 1.2 1.0 1.2 -0.066
H -0.6788 3.5725 2.4075 -0.6 1.0 0.7 0.091
H 0.6185 3.7443 1.4382 0.2 0.6 -0.6 0.074
H -1.0073 3.8691 0.7529 0.1 0.7 -0.2 0.094
H -0.1382 9.4183 2.9899 -0.2 -0.2 0.0 0.098
H 1.2126 8.4629 3.5796 0.1 0.2 0.2 0.099
H -0.3061 8.3967 4.4483 -0.4 -0.4 -0.2 0.098
C 5.8525 1.7124 -1.6978 -1.0 -0.2 -0.9 -0.002
O 5.7317 1.6029 -0.2820 1.6 2.1 -0.3 0.033
C 5.4337 0.4968 0.3002 -1.6 -3.0 -0.9 -0.637
O 5.2362 -0.5763 -0.2642 0.4 0.8 0.4 0.098
O 5.2151 0.7255 1.5707 -0.2 0.4 1.7 0.023
C 4.7026 -0.3149 2.4212 0.2 -0.5 0.1 -0.012
H 4.8377 1.5674 -2.0682 0.1 0.2 -0.4 0.081
H 6.4788 1.0234 -2.2646 0.2 -0.5 0.8 0.095
H 6.2044 2.7097 -1.9617 -0.2 0.0 0.5 0.101
H 4.1479 0.0875 3.2689 -0.1 0.7 -0.5 0.091
H 5.5036 -0.8597 2.9209 0.3 -0.1 -0.5 0.099
H 4.0836 -1.0134 1.8582 0.1 0.1 -0.1 0.069
C -1.2375 -3.8735 4.4210 0.1 1.5 -0.4 -0.010
O -1.9928 -4.0826 3.2094 -1.2 -1.6 1.5 0.018
C -1.9087 -3.2657 2.1798 3.4 1.0 0.9 -0.630
O -1.1278 -2.3214 2.1537 -0.9 0.0 -0.3 0.076
O -2.5620 -3.7521 1.1946 -1.5 -1.3 1.0 0.045
C -2.4266 -3.2899 -0.0974 -0.2 0.7 -1.4 -0.020
H -1.7396 -3.1670 5.0819 -0.2 0.4 -0.3 0.081
H -0.2944 -3.4400 4.0881 0.2 -0.2 0.5 0.087
H -1.1317 -4.7312 5.0854 -0.1 -0.6 -1.1 0.097
H -2.8578 -4.1199 -0.6570 0.3 0.4 -0.5 0.115
H -1.3932 -3.0502 -0.3477 0.1 -0.3 0.0 0.089
H -3.0007 -2.3776 -0.2595 -0.1 -0.1 0.0 0.096
C 1.8449 -0.5708 -0.4083 1.0 -0.6 0.1 -0.020
O 0.4415 -0.6208 -0.5797 -0.4 -1.1 -1.1 0.011
C -0.3957 0.2055 -0.0050 1.2 2.9 2.0 -0.573
O -0.0488 1.1581 0.7179 -0.8 -1.9 -1.2 0.081
O -1.6403 -0.1012 -0.3338 0.0 -0.1 -0.1 -0.011
C -2.6749 0.5641 0.4026 -0.5 0.1 0.1 -0.002
H 2.2295 -1.5867 -0.4985 -0.5 -0.3 0.5 0.057
H 2.1175 -0.1851 0.5740 0.0 0.3 -0.3 0.105
H 2.4009 -0.1743 -1.2578 -0.5 1.2 0.1 0.096
H -2.3968 1.5838 0.6689 0.1 -0.2 0.0 0.093
H -2.9242 -0.0230 1.2864 0.3 0.1 0.1 0.082
H -3.5859 0.5815 -0.1955 0.3 0.0 -0.3 0.094
C -6.1972 2.9422 -0.3233 -1.3 1.8 -1.7 -0.091
O -5.5520 2.5618 0.8409 0.2 -1.5 1.0 -0.013
C -6.2136 2.8425 1.9891 -1.2 3.1 -0.8 -0.576
O -6.8371 3.9047 2.1439 1.2 -2.6 0.0 0.099
O -6.0562 1.8780 2.8531 0.5 0.0 -0.5 0.016
C -6.4717 2.1776 4.1764 -0.5 -1.3 0.3 -0.019
H -6.2307 4.0284 -0.4085 0.5 0.2 -0.1 0.093
H -7.2621 2.7221 -0.3986 -0.1 -0.7 0.7 0.098
H -5.7780 2.5332 -1.2426 0.7 -0.2 0.5 0.093
H -6.1592 1.2813 4.7122 0.7 0.5 0.4 0.091
H -7.5523 2.0565 4.2520 -0.2 0.9 -0.2 0.102
H -6.0547 3.1356 4.4869 -0.3 -0.3 0.3 0.110
C 7.1443 -3.0840 -5.3582 -0.9 0.9 -1.6 -0.048
O 6.2690 -2.9585 -4.2598 -0.4 -0.2 2.2 -0.027
C 5.5993 -1.8096 -3.9419 2.6 1.3 -3.3 -0.593
O 5.7685 -0.7402 -4.5418 -0.2 -2.0 1.0 0.084
O 4.7796 -1.9237 -2.9797 -1.6 0.9 2.1 0.030
C 4.4041 -3.0661 -2.2200 0.0 -1.4 -1.4 -0.001
H 7.8049 -3.9495 -5.3072 -0.4 0.0 0.6 0.097
H 7.7146 -2.1917 -5.6161 0.0 0.1 0.6 0.095
H 6.4334 -3.1950 -6.1769 0.5 -0.4 -0.6 0.082
H 3.6026 -2.8086 -1.5276 0.6 0.4 0.1 0.082
H 5.2463 -3.6083 -1.7902 0.0 0.5 0.4 0.113
H 3.9714 -3.7511 -2.9491 -0.2 -0.3 0.1 0.078
C 3.9320 4.8329 0.9144 0.1 -1.9 0.0 0.024
O 4.6825 4.1483 2.0171 1.0 2.5 -2.1 0.032
C 4.0678 3.5083 2.9464 -1.9 -1.9 1.5 -0.566
O 4.6385 2.8391 3.7984 -1.4 1.3 -1.3 0.106
O 2.6692 3.6383 2.7628 2.6 -0.3 0.8 -0.072
C 1.8045 2.9445 3.6546 -1.3 0.6 0.1 -0.066
H 4.5470 5.4063 0.2208 0.7 0.3 1.1 0.097
H 3.0537 5.3778 1.2604 0.3 -0.1 0.1 0.092
H 3.6769 3.9851 0.2787 -0.7 0.1 0.1 0.074
H 1.0811 3.6785 4.0096 0.1 0.2 0.1 0.063
H 2.2244 2.5045 4.5591 0.5 -0.3 -0.6 0.103
H 1.1924 2.3078 3.0157 0.4 -0.8 0.4 0.077
```
Positions in Å, forces in eV/Å.

Values from the calculation:
- max |F| (eV/Å) = 5.5
- ΔE to the lowest compared entry with this formula, charge and spin (kcal per mole) = 133.9
- energy (eV) = -121555.0644
- E_HOMO (eV) = -10.29
- LUMO level (eV) = 0.45
- Kohn-Sham gap (eV) = 10.731